No. 1
The following is a quantum chemistry calculation of 7 unconnected molecules or ions with the total composition C27H39N3O4 at a distorted geometry, from OMol25.

CARTESIAN COORDINATES (ANGSTROEM)
N -0.05445 2.02479 14.60834
C -1.35583 2.33409 14.74639
C -2.07122 3.02858 13.78773
C -1.42064 3.50916 12.66530
C -0.07613 3.20066 12.51383
C 0.57113 2.54388 13.53033
H -1.80662 1.93698 15.64593
H -3.09794 3.30921 13.97896
H -1.92700 4.09116 11.90799
H 0.49149 3.50206 11.64460
H 1.62440 2.33214 13.40146
N -6.34518 5.69675 13.93193
C -7.42330 5.76713 14.76219
C -7.37748 5.43918 16.10152
C -6.18786 4.78632 16.55299
C -5.11072 4.68735 15.67165
C -5.24765 5.14444 14.37188
H -8.31438 6.27199 14.41454
H -8.17364 5.68154 16.79052
H -6.14710 4.36681 17.54886
H -4.19756 4.20662 15.99632
H -4.42497 5.12663 13.66757
N -3.55653 3.48896 18.26264
C -3.49724 4.16983 19.45650
C -3.64730 3.53521 20.68460
C -4.03070 2.21693 20.72729
C -4.11538 1.51483 19.53898
C -3.85066 2.14628 18.34639
H -3.28883 5.22960 19.42077
H -3.53309 4.00395 21.65256
H -4.22771 1.65995 21.63267
H -4.47110 0.49463 19.49738
H -4.02585 1.64810 17.40317
C -6.20068 8.53413 17.30192
C -5.11895 9.30167 16.58211
O -5.35162 10.27070 15.88019
C -3.74840 8.70815 16.57008
H -7.06408 8.34797 16.66474
H -6.49282 9.17644 18.13643
H -5.89342 7.59450 17.76078
H -3.51794 8.45722 17.60644
H -3.07966 9.45618 16.14583
H -3.74632 7.86033 15.88417
C -9.10452 3.08655 18.29412
C -8.21837 2.23197 17.39697
O -7.21583 1.72996 17.89087
C -8.59693 2.00890 15.95083
H -10.01747 2.53350 18.52186
H -9.39962 4.04221 17.85899
H -8.59552 3.30117 19.23245
H -9.39350 1.29159 15.75036
H -7.69801 1.65396 15.44841
H -8.96099 2.94360 15.52178
C -0.25865 7.93178 17.16907
C -0.73504 6.60582 17.64496
O -0.67322 6.30006 18.81769
C -1.37649 5.65344 16.62563
H -1.11942 8.59988 17.20127
H 0.12080 7.87455 16.14718
H 0.57673 8.37398 17.71020
H -2.41352 5.93234 16.42700
H -1.45099 4.63206 16.99422
H -0.82218 5.73380 15.69004
C -11.46889 9.14554 14.57608
C -10.01976 8.94589 14.26382
O -9.18212 8.78216 15.13215
C -9.65081 9.00393 12.80378
H -11.77830 8.71277 15.52667
H -12.10566 8.69042 13.81680
H -11.63246 10.22388 14.61003
H -10.23990 9.78637 12.32745
H -9.76489 8.00338 12.38594
H -8.59140 9.25289 12.74455

Computed properties:
energy above the lowest of the compared OMol25 structures with the same formula, charge and spin = 4.922 eV
Kohn-Sham gap = 0.361 Ha
SMILES string = c1ccncc1.c1ccncc1.c1ccncc1.CC(C)=O.CC(C)=O.CC(C)=O.CC(C)=O

***

No. 2
The following is a quantum chemistry calculation of 7 unconnected molecules or ions with the total composition C27H39N3O4 at a distorted geometry, from OMol25.

CARTESIAN COORDINATES (ANGSTROEM)
N 14.04196 12.29522 14.28326
C 13.08435 12.29030 13.26132
C 13.48698 12.52090 11.91392
C 14.79856 12.91798 11.67308
C 15.67790 12.94508 12.73146
C 15.30290 12.53178 13.98208
H 12.06757 11.99208 13.47022
H 12.82182 12.36900 11.07674
H 15.04615 13.02648 10.62746
H 16.73265 13.10016 12.55870
H 16.02594 12.50302 14.78382
N 11.94301 16.97754 16.39092
C 11.45146 15.91450 15.75068
C 12.04583 14.58854 15.76482
C 13.17641 14.41794 16.58084
C 13.64799 15.50940 17.28898
C 13.04657 16.77132 17.16624
H 10.51796 16.12840 15.25144
H 11.59765 13.80110 15.17708
H 13.70200 13.47840 16.66698
H 14.52423 15.47298 17.91926
H 13.37971 17.60938 17.76044
N 8.81793 6.80640 13.96202
C 7.47414 6.57980 13.98858
C 6.63733 7.12394 13.02834
C 7.15376 8.08540 12.14970
C 8.51475 8.40484 12.16728
C 9.32294 7.71542 13.10200
H 7.15097 5.86980 14.73548
H 5.57755 6.91878 12.99392
H 6.40503 8.47462 11.47568
H 8.89957 9.18902 11.53216
H 10.38227 7.91192 13.17692
C 9.24905 10.79300 7.86402
C 8.65004 11.97012 7.15958
O 8.35078 12.01712 5.97308
C 8.53279 13.24246 7.97734
H 10.21110 10.94584 8.35310
H 9.34922 9.94352 7.18842
H 8.58170 10.50656 8.67686
H 7.83613 13.20086 8.81462
H 8.23218 14.14630 7.44742
H 9.50053 13.43788 8.43930
C 11.64370 8.85138 10.35352
C 12.75931 8.36270 9.45116
O 13.35658 9.18174 8.70444
C 13.06618 6.87522 9.46372
H 11.63237 9.93775 10.44152
H 11.68792 8.39546 11.34260
H 10.64135 8.64744 9.97695
H 13.89548 6.66450 8.78846
H 12.21888 6.39714 8.97216
H 13.18717 6.52338 10.48824
C 11.30037 10.96022 16.80386
C 10.42210 10.20228 15.75118
O 10.54387 10.28186 14.52736
C 9.40947 9.28394 16.36109
H 12.03436 10.29145 17.25346
H 10.63140 11.53764 17.44194
H 11.88533 11.56712 16.11279
H 9.00830 9.73523 17.26857
H 10.02844 8.44119 16.66888
H 8.69937 8.88556 15.63644
C 7.49208 11.90524 11.46344
C 8.90013 11.96938 11.99818
O 9.80357 11.45000 11.35462
C 9.09201 12.66616 13.38150
H 7.43517 11.40628 10.49602
H 7.09797 12.91880 11.38932
H 6.92015 11.31288 12.17766
H 10.15836 12.80090 13.56270
H 8.62477 12.07530 14.16934
H 8.62005 13.64536 13.30092

Computed properties:
energy above the lowest of the compared OMol25 structures with the same formula, charge and spin = 5.410 eV
Kohn-Sham gap = 0.360 Ha
SMILES string = c1ccncc1.c1ccncc1.c1ccncc1.CC(C)=O.CC(C)=O.CC(C)=O.CC(C)=O

***

No. 3
The following is a quantum chemistry calculation of a molecular structure, C27H39N4PdSb at a distorted geometry, from OMol25.

CARTESIAN COORDINATES (ANGSTROEM)
Pd 0.94924 2.12598 -0.30470
N 0.90393 2.83624 1.63173
C 1.44633 4.24100 1.70068
C 1.27068 4.88891 0.34716
N 1.83131 3.97729 -0.69852
C 1.40005 4.35099 -2.08092
C 1.51663 3.13967 -2.97780
N 0.70836 2.02398 -2.37422
C 3.33188 3.86572 -0.62044
C 3.90720 2.67276 0.14764
N 3.31671 1.39225 -0.27951
H -0.09334 2.85138 1.85113
H 1.33463 2.26479 2.35548
H 2.49549 4.18877 1.97770
H 0.93776 4.80721 2.48053
H 1.76287 5.86408 0.30763
H 0.21334 5.03349 0.12249
H 2.00570 5.17834 -2.45867
H 0.36530 4.69277 -2.02851
H 2.54603 2.79277 -3.04798
H 1.17629 3.36234 -3.98907
H 0.92530 1.15709 -2.85990
H -0.27636 2.21214 -2.55831
H 3.71303 4.78855 -0.17777
H 3.71088 3.83784 -1.64085
H 3.74958 2.77029 1.21996
H 4.98769 2.69989 -0.00870
H 3.61011 0.65104 0.34844
H 3.67944 1.13133 -1.19250
C -4.22270 -1.81158 0.41357
C -3.78434 -2.66967 -0.69886
C -4.77546 -3.53835 -1.28024
C -4.46695 -4.40791 -2.28586
C -3.14479 -4.44636 -2.76132
C -2.14159 -3.58098 -2.21554
C -2.43982 -2.70325 -1.21015
Sb -0.73543 -1.57137 -0.55346
C 0.74722 -2.97211 -0.10012
C 1.99985 -2.75620 -0.68966
C 3.00115 -3.68772 -0.49691
C 2.73912 -4.81896 0.27071
C 1.49071 -5.01565 0.84317
C 0.45158 -4.10398 0.66770
C -0.87921 -4.37053 1.31658
C -1.17594 0.05523 0.72514
C -1.82797 1.13488 0.09465
C -2.38906 2.14932 0.85933
C -2.29210 2.08067 2.24585
C -1.60535 1.03565 2.85649
C -1.02199 -0.00100 2.12365
C -0.34340 -1.12634 2.85413
H -4.76934 -2.41209 1.15035
H -4.97214 -1.09868 0.03912
H -3.42247 -1.26468 0.90436
H -5.78413 -3.48705 -0.88591
H -5.21833 -5.06064 -2.71140
H -2.86904 -5.13525 -3.55161
H -1.13987 -3.66427 -2.62442
H 2.18534 -1.88447 -1.30699
H 3.97342 -3.54789 -0.94932
H 3.51610 -5.55641 0.42419
H 1.31440 -5.89698 1.44854
H -0.74455 -4.66193 2.35843
H -1.40175 -5.19104 0.82132
H -1.53898 -3.49552 1.31696
H -1.98433 1.13643 -0.97966
H -2.93137 2.95650 0.38362
H -2.76033 2.84114 2.85933
H -1.54121 1.00411 3.93872
H 0.25380 -0.74384 3.68158
H 0.31156 -1.71631 2.21490
H -1.08638 -1.79383 3.29685

Computed properties:
Kohn-Sham gap (alpha / beta) = 0.155 / 0.155 Ha
total charge = +4